1.
Below is one molecule with the formula C17H17N3O2 in a non-equilibrium geometry, with properties calculated with the ωB97M-V functional and the def2-TZVPD basis.

Last column: Löwdin charge in e.
CARTESIAN COORDINATES (ANGSTROEM)
O -0.6245 4.2574 0.7273  0.007
O -1.2315 -2.8040 0.9267  0.130
N 1.9453 0.3223 -0.5007  -0.067
N -0.7142 -2.7079 -1.3442  0.198
N 0.9593 -1.1451 -1.9609  0.193
C 0.1886 -1.1965 1.6767  0.058
C 0.4348 4.6746 2.8187  -0.083
C 0.6449 2.2656 0.0939  0.085
C -0.6570 5.0993 1.8424  -0.169
C 0.9703 3.4376 2.1408  -0.154
C 0.2990 -1.2909 0.2537  -0.097
C 3.0092 0.6369 -1.4463  -0.034
C -0.5767 -2.2566 -0.1248  -0.291
C 0.3138 3.3085 0.9270  -0.231
C 1.6256 1.3394 0.4000  -0.279
C -0.0783 -2.6703 -3.6356  -0.021
C 2.0052 2.5549 2.4430  -0.022
C -0.7545 -2.1309 2.0238  -0.290
C -1.3063 -2.4002 3.3880  -0.014
C 1.0482 -0.7033 -0.7208  -0.248
C 0.0649 -2.1346 -2.2455  -0.354
C 2.3282 1.5521 1.5645  -0.052
H 3.1493 0.8658 1.7536  0.124
H -0.3699 -3.6784 -3.6144  0.056
H 3.7127 1.3435 -0.9962  0.092
H -0.7777 -1.8297 4.1643  0.089
H 0.8544 -2.5616 -4.1622  0.071
H 0.0662 4.4546 3.8416  0.129
H 0.6534 -0.4988 2.3760  0.118
H -0.5353 6.1400 1.5014  0.132
H 2.5871 1.1057 -2.3513  0.090
H 0.1279 2.1852 -0.8540  0.139
H -1.2009 -3.5027 3.5649  0.099
H -2.3615 -2.1821 3.4219  0.075
H 2.5423 2.7143 3.3995  0.126
H -1.6152 4.9940 2.2981  0.113
H -0.8682 -2.0713 -4.0956  0.086
H 3.5589 -0.2591 -1.7369  0.086
H 1.2203 5.4106 2.8796  0.112

Forces on atoms 1 to 2 (eV/Å):
-0.04 -0.75 -1.54
0.02 0.22 0.31

Computed properties:
SMILES string ... Cc1nc(N(C)c2ccc3c(c2)OCC3)c2cc(C)oc2n1
Electronic energy ... -972.7537 Eh
Charge ... 0
HOMO-LUMO gap ... 8.57 eV

2.
Below is one molecule with the formula C5H12O2, with properties calculated with the ωB97M-V functional and the def2-TZVPD basis.

Last column: Löwdin charge in e.
CARTESIAN COORDINATES (ANGSTROEM)
O -2.5927 0.9390 0.6838  -0.080
O -0.0107 0.2852 1.3584  -0.039
C -2.3173 0.0756 -0.4241  -0.241
C 2.5981 -0.5566 0.5648  -0.107
C 0.1593 -0.2354 0.0463  -0.422
C -0.8952 0.3036 -0.9202  -0.144
C 1.5889 0.0400 -0.4119  -0.220
H 2.4083 -0.1733 1.5714  0.070
H -2.4458 -0.9772 -0.1365  0.126
H 1.7246 1.1281 -0.4792  0.118
H 2.5042 -1.6491 0.5993  0.075
H -0.7506 1.3824 -1.0742  0.130
H -0.7717 -0.1794 -1.8981  0.125
H -2.8303 0.3938 1.4411  0.096
H 0.0267 -1.3302 0.1097  0.146
H -3.0443 0.2931 -1.2160  0.115
H 1.7374 -0.3699 -1.4204  0.113
H 3.6284 -0.3144 0.2868  0.069
H -0.7174 0.9445 1.3187  0.069

Forces on atoms 1 to 2 (eV/Å):
-0.15 -0.06 0.17
-0.08 0.17 0.08

Computed properties:
SMILES string ... CC[C@@H](O)CCO
Electronic energy ... -348.1779 Eh
Charge ... 0
HOMO-LUMO gap ... 10.76 eV

The highest electronic energy belongs to which entry?
C5H12O2

Look up the charge of the second one.
0